C72H144O36S18 | the ωB97M-V functional and the def2-TZVPD basis

Values from the calculation:
total charge	0
DFT total energy	-12705.5868	Eh
multiplicity	1
molecular weight	2163.114	g mol⁻¹
energy above the lowest of the compared OMol25 structures with the same formula, charge and spin	0.260	eV

Last columns: bonded neighbours and bond lengths (Å).
Geometry (Å):
1 C -6.657 5.377 3.512  C2 1.542, C7 1.522, H8 1.076, H9 1.115
2 C -7.395 4.332 2.651  C1 1.542, C3 1.465, H10 1.120, H11 1.133
3 C -7.153 4.790 1.281  C2 1.465, S4 1.803, H12 1.066, H13 1.074
4 S -5.365 5.025 1.285  C3 1.803, O5 1.442, O6 1.441, C7 1.778
5 O -4.919 6.231 0.633  S4 1.442
6 O -4.735 3.778 0.932  S4 1.441
7 C -5.213 5.296 3.036  C1 1.522, S4 1.778, H14 1.069, H15 1.069
8 H -6.759 5.295 4.580  C1 1.076
9 H -7.180 6.338 3.303  C1 1.115
10 H -8.463 4.134 2.924  C2 1.120
11 H -6.865 3.333 2.710  C2 1.133
12 H -7.673 5.661 0.953  C3 1.066
13 H -7.255 4.044 0.515  C3 1.074
14 H -4.699 6.216 3.217  C7 1.069
15 H -4.699 4.478 3.491  C7 1.069
16 C 1.132 -4.499 -8.284  C17 1.545, C22 1.488, H23 1.142, H24 1.064
17 C 1.407 -5.943 -7.809  C16 1.545, C18 1.563, H25 1.091, H26 1.080
18 C 2.625 -6.001 -6.830  C17 1.563, S19 1.800, H27 1.089, H28 1.078
19 S 3.445 -4.415 -7.059  C18 1.800, O20 1.482, O21 1.430, C22 1.852
20 O 4.356 -4.565 -8.219  S19 1.482
21 O 3.987 -3.843 -5.866  S19 1.430
22 C 1.873 -3.516 -7.448  C16 1.488, S19 1.852, H29 1.110, H30 1.124
23 H 0.018 -4.271 -8.181  C16 1.142
24 H 1.385 -4.388 -9.312  C16 1.064
25 H 1.527 -6.727 -8.557  C17 1.091
26 H 0.602 -6.241 -7.153  C17 1.080
27 H 3.373 -6.745 -7.100  C18 1.089
28 H 2.285 -6.040 -5.808  C18 1.078
29 H 1.962 -2.497 -7.877  C22 1.110
30 H 1.547 -3.222 -6.413  C22 1.124
31 C 1.347 1.230 4.814  C32 1.560, C37 1.519, H38 1.104, H39 1.061
32 C 1.910 2.336 5.759  C31 1.560, C33 1.479, H40 1.132, H41 1.094
33 C 3.373 2.476 5.582  C32 1.479, S34 1.772, H42 1.061, H43 1.093
34 S 3.677 2.142 3.870  C33 1.772, O35 1.431, O36 1.479, C37 1.803
35 O 4.939 1.544 3.558  S34 1.431
36 O 3.444 3.449 3.218  S34 1.479
37 C 2.200 1.156 3.559  C31 1.519, S34 1.803, H44 1.069, H45 1.090
38 H 0.258 1.342 4.665  C31 1.104
39 H 1.514 0.286 5.268  C31 1.061
40 H 1.731 1.914 6.794  C32 1.132
41 H 1.381 3.269 5.545  C32 1.094
42 H 3.968 1.810 6.155  C33 1.061
43 H 3.672 3.496 5.836  C33 1.093
44 H 2.315 0.169 3.166  C37 1.069
45 H 1.768 1.786 2.781  C37 1.090
46 C -5.336 -0.406 4.025  C47 1.513, C52 1.573, H53 1.090, H54 1.076
47 C -5.473 0.311 2.700  C46 1.513, C48 1.463, H55 1.094, H56 1.146
48 C -4.267 -0.112 1.987  C47 1.463, S49 1.798, H57 1.088, H58 1.074
49 S -4.048 -1.871 2.286  C48 1.798, O50 1.434, O51 1.434, C52 1.793
50 O -2.695 -2.077 2.717  S49 1.434
51 O -4.509 -2.710 1.219  S49 1.434
52 C -5.169 -1.932 3.684  C46 1.573, S49 1.793, H59 1.118, H60 1.105
53 H -6.241 -0.265 4.617  C46 1.090
54 H -4.502 0.005 4.566  C46 1.076
55 H -5.396 1.400 2.771  C47 1.094
56 H -6.483 -0.064 2.310  C47 1.146
57 H -3.403 0.353 2.456  C48 1.088
58 H -4.244 0.216 0.964  C48 1.074
59 H -4.655 -2.576 4.440  C52 1.118
60 H -6.100 -2.393 3.309  C52 1.105
61 C 3.042 3.192 -0.099  C62 1.534, C67 1.533, H68 1.050, H69 1.082
62 C 4.163 4.235 -0.193  C61 1.534, C63 1.521, H70 1.111, H71 1.094
63 C 4.245 4.797 -1.605  C62 1.521, S64 1.776, H72 1.081, H73 1.039
64 S 2.542 4.780 -2.107  C63 1.776, O65 1.458, O66 1.473, C67 1.796
65 O 2.291 4.805 -3.544  S64 1.458
66 O 1.908 5.810 -1.266  S64 1.473
67 C 2.096 3.237 -1.304  C61 1.533, S64 1.796, H74 1.098, H75 1.056
68 H 2.538 3.273 0.819  C61 1.050
69 H 3.436 2.187 -0.018  C61 1.082
70 H 5.082 3.705 0.136  C62 1.111
71 H 3.961 5.109 0.432  C62 1.094
72 H 4.798 4.157 -2.278  C63 1.081
73 H 4.488 5.804 -1.669  C63 1.039
74 H 2.246 2.355 -1.940  C67 1.098
75 H 1.075 3.424 -1.108  C67 1.056
76 C -1.102 6.294 0.872  C77 1.554, C82 1.480, H83 1.100, H84 1.102
77 C 0.308 6.359 1.520  C76 1.554, C78 1.503, H85 1.171, H86 1.107
78 C 0.403 5.308 2.592  C77 1.503, S79 1.860, H87 1.095, H88 1.060
79 S -0.868 4.045 2.090  C78 1.860, O80 1.431, O81 1.444, C82 1.739
80 O -2.019 4.129 2.936  S79 1.431
81 O -0.390 2.701 1.861  S79 1.444
82 C -1.205 4.846 0.584  C76 1.480, S79 1.739, H89 1.099, H90 1.125
83 H -1.191 6.756 -0.122  C76 1.100
84 H -1.838 6.693 1.588  C76 1.102
85 H 0.584 7.395 1.991  C77 1.171
86 H 0.893 6.059 0.630  C77 1.107
87 H 0.041 5.586 3.587  C78 1.095
88 H 1.354 4.842 2.555  C78 1.060
89 H -2.222 4.503 0.346  C82 1.099
90 H -0.496 4.442 -0.190  C82 1.125
91 C -0.730 -1.394 7.103  C92 1.532, C97 1.503, H98 1.069, H99 1.083
92 C -0.481 -2.735 7.802  C91 1.532, C93 1.554, H100 1.078, H101 1.050
93 C -1.852 -3.456 7.922  C92 1.554, S94 1.775, H102 1.075, H103 1.145
94 S -2.867 -2.768 6.639  C93 1.775, O95 1.432, O96 1.462, C97 1.786
95 O -3.907 -1.960 7.200  S94 1.432
96 O -3.268 -3.745 5.628  S94 1.462
97 C -1.622 -1.698 5.933  C91 1.503, S94 1.786, H104 1.088, H105 1.072
98 H 0.107 -0.851 6.721  C91 1.069
99 H -1.249 -0.720 7.774  C91 1.083
100 H -0.007 -2.622 8.763  C92 1.078
101 H 0.126 -3.389 7.247  C92 1.050
102 H -2.349 -3.524 8.873  C93 1.075
103 H -1.757 -4.526 7.527  C93 1.145
104 H -2.006 -0.838 5.388  C97 1.088
105 H -1.073 -2.332 5.264  C97 1.072
106 C -0.845 -6.149 1.022  C107 1.537, C112 1.562, H113 1.040, H114 1.069
107 C -1.925 -5.090 1.293  C106 1.537, C108 1.557, H115 1.077, H116 1.127
108 C -2.096 -5.086 2.841  C107 1.557, S109 1.709, H117 1.062, H118 1.060
109 S -0.532 -5.050 3.527  C108 1.709, O110 1.450, O111 1.465, C112 1.899
110 O -0.548 -5.808 4.763  S109 1.450
111 O -0.082 -3.660 3.631  S109 1.465
112 C 0.319 -5.795 2.002  C106 1.562, S109 1.899, H119 1.106, H120 1.112
113 H -0.500 -6.207 0.043  C106 1.040
114 H -1.220 -7.134 1.200  C106 1.069
115 H -2.896 -5.271 0.862  C107 1.077
116 H -1.679 -4.039 0.970  C107 1.127
117 H -2.585 -5.977 3.148  C108 1.062
118 H -2.661 -4.233 3.119  C108 1.060
119 H 0.882 -6.646 2.428  C112 1.106
120 H 0.954 -4.942 1.679  C112 1.112
121 C 4.314 -3.902 -2.945  C122 1.561, C127 1.515, H128 1.104, H129 1.104
122 C 4.837 -4.507 -1.605  C121 1.561, C123 1.527, H130 1.090, H131 1.068
123 C 4.359 -5.956 -1.646  C122 1.527, S124 1.856, H132 1.084, H133 1.088
124 S 2.704 -5.898 -2.485  C123 1.856, O125 1.420, O126 1.430, C127 1.745
125 O 1.706 -6.019 -1.483  S124 1.420
126 O 2.696 -6.720 -3.655  S124 1.430
127 C 2.836 -4.233 -2.989  C121 1.515, S124 1.745, H134 1.121, H135 1.071
128 H 4.838 -4.404 -3.777  C121 1.104
129 H 4.474 -2.811 -2.992  C121 1.104
130 H 4.412 -3.929 -0.784  C122 1.090
131 H 5.904 -4.469 -1.617  C122 1.068
132 H 4.075 -6.588 -0.812  C123 1.084
133 H 5.067 -6.485 -2.280  C123 1.088
134 H 2.258 -3.491 -2.379  C127 1.121
135 H 2.520 -4.255 -4.011  C127 1.071
136 C 3.511 -3.503 4.125  C137 1.567, C142 1.612, H143 1.048, H144 1.102
137 C 4.733 -2.644 3.654  C136 1.567, C138 1.520, H145 1.075, H146 1.109
138 C 5.578 -2.259 4.856  C137 1.520, S139 1.780, H147 1.107, H148 1.087
139 S 4.377 -2.058 6.154  C138 1.780, O140 1.426, O141 1.463, C142 1.749
140 O 3.648 -0.879 5.820  S139 1.426
141 O 4.842 -2.228 7.531  S139 1.463
142 C 3.384 -3.433 5.730  C136 1.612, S139 1.749, H149 1.105, H150 1.092
143 H 3.630 -4.501 3.826  C136 1.048
144 H 2.580 -3.199 3.619  C136 1.102
145 H 4.282 -1.764 3.233  C137 1.075
146 H 5.394 -3.257 3.007  C137 1.109
147 H 6.170 -1.336 4.702  C138 1.107
148 H 6.223 -3.068 5.188  C138 1.087
149 H 2.335 -3.203 5.990  C142 1.105
150 H 3.713 -4.266 6.357  C142 1.092
151 C -2.209 3.702 7.345  C152 1.555, C157 1.537, H158 1.062, H159 1.097
152 C -3.311 2.745 7.881  C151 1.555, C153 1.564, H160 1.119, H161 1.111
153 C -3.180 1.573 6.854  C152 1.564, S154 1.795, H162 1.095, H163 1.078
154 S -3.098 2.252 5.194  C153 1.795, O155 1.459, O156 1.435, C157 1.769
155 O -4.423 2.515 4.642  S154 1.459
156 O -2.155 1.505 4.411  S154 1.435
157 C -2.381 3.744 5.818  C151 1.537, S154 1.769, H164 1.074, H165 1.066
158 H -1.218 3.344 7.482  C151 1.062
159 H -2.307 4.683 7.824  C151 1.097
160 H -4.240 3.368 7.834  C152 1.119
161 H -3.150 2.304 8.888  C152 1.111
162 H -4.044 0.918 7.002  C153 1.095
163 H -2.216 1.108 6.983  C153 1.078
164 H -3.107 4.506 5.602  C157 1.074
165 H -1.508 4.014 5.269  C157 1.066
166 C -3.478 1.132 -1.722  C167 1.502, C172 1.476, H173 1.082, H174 1.132
167 C -4.934 1.395 -1.462  C166 1.502, C168 1.580, H175 1.087, H176 1.089
168 C -5.819 0.229 -2.055  C167 1.580, S169 1.814, H177 1.102, H178 1.138
169 S -4.878 -0.189 -3.548  C168 1.814, O170 1.454, O171 1.435, C172 1.858
170 O -5.659 0.238 -4.698  S169 1.454
171 O -4.400 -1.532 -3.391  S169 1.435
172 C -3.419 0.901 -3.179  C166 1.476, S169 1.858, H179 1.117, H180 1.072
173 H -3.106 0.335 -1.090  C166 1.082
174 H -2.885 2.054 -1.438  C166 1.132
175 H -5.210 2.289 -2.015  C167 1.087
176 H -5.151 1.629 -0.421  C167 1.089
177 H -6.798 0.684 -2.274  C168 1.102
178 H -5.809 -0.723 -1.431  C168 1.138
179 H -3.401 1.886 -3.706  C172 1.117
180 H -2.646 0.273 -3.577  C172 1.072
181 C 6.994 0.466 1.304  C182 1.552, C187 1.550, H188 1.128, H189 1.118
182 C 7.202 1.626 0.294  C181 1.552, C183 1.488, H190 1.069, H191 1.091
183 C 7.313 0.913 -1.007  C182 1.488, S184 1.771, H192 1.072, H193 1.055
184 S 5.970 -0.242 -1.019  C183 1.771, O185 1.422, O186 1.449, C187 1.760
185 O 6.324 -1.438 -1.704  S184 1.422
186 O 4.714 0.350 -1.432  S184 1.449
187 C 5.921 -0.489 0.723  C181 1.550, S184 1.760, H194 1.118, H195 1.067
188 H 6.582 0.870 2.273  C181 1.128
189 H 7.970 -0.049 1.485  C181 1.118
190 H 8.082 2.183 0.536  C182 1.069
191 H 6.338 2.291 0.293  C182 1.091
192 H 8.209 0.335 -1.118  C183 1.072
193 H 7.252 1.508 -1.875  C183 1.055
194 H 6.058 -1.589 0.875  C187 1.118
195 H 4.930 -0.311 1.076  C187 1.067
196 C -0.993 6.947 -3.729  C197 1.571, C202 1.506, H203 1.112, H204 1.110
197 C -0.262 6.113 -4.843  C196 1.571, C198 1.478, H205 1.091, H206 1.089
198 C -0.992 4.831 -4.926  C197 1.478, S199 1.953, H207 1.081, H208 1.119
199 S -1.532 4.416 -3.095  C198 1.953, O200 1.418, O201 1.451, C202 1.834
200 O -0.683 3.488 -2.441  S199 1.418
201 O -2.970 4.233 -3.021  S199 1.451
202 C -1.170 6.109 -2.490  C196 1.506, S199 1.834, H209 1.120, H210 1.093
203 H -1.963 7.248 -4.181  C196 1.112
204 H -0.384 7.846 -3.502  C196 1.110
205 H 0.765 6.044 -4.481  C197 1.091
206 H -0.143 6.611 -5.804  C197 1.089
207 H -0.442 3.959 -5.250  C198 1.081
208 H -1.985 5.003 -5.412  C198 1.119
209 H -0.173 6.085 -1.981  C202 1.120
210 H -2.018 6.385 -1.858  C202 1.093
211 C -0.860 -0.269 0.526  C212 1.493, C217 1.551, H218 1.133, H219 1.177
212 C 0.101 0.331 -0.446  C211 1.493, C213 1.477, H220 1.117, H221 1.103
213 C 1.194 -0.649 -0.612  C212 1.477, S214 1.857, H222 1.084, H223 1.044
214 S 1.253 -1.750 0.882  C213 1.857, O215 1.478, O216 1.430, C217 1.833
215 O 2.567 -1.669 1.553  S214 1.478
216 O 0.707 -3.029 0.547  S214 1.430
217 C -0.048 -0.788 1.742  C211 1.551, S214 1.833, H224 1.096, H225 1.125
218 H -1.449 -1.122 0.071  C211 1.133
219 H -1.637 0.549 0.864  C211 1.177
220 H 0.539 1.211 0.084  C212 1.117
221 H -0.330 0.608 -1.423  C212 1.103
222 H 2.219 -0.304 -0.680  C213 1.084
223 H 0.990 -1.269 -1.427  C213 1.044
224 H 0.450 -0.029 2.356  C217 1.096
225 H -0.577 -1.594 2.321  C217 1.125
226 C -3.255 -0.587 -8.402  C227 1.549, C232 1.601, H233 1.065, H234 1.077
227 C -2.742 -1.514 -7.271  C226 1.549, C228 1.485, H235 1.064, H236 1.070
228 C -1.319 -1.157 -7.041  C227 1.485, S229 1.807, H237 1.112, H238 1.109
229 S -1.134 0.621 -7.306  C228 1.807, O230 1.445, O231 1.476, C232 1.768
230 O -0.093 0.913 -8.264  S229 1.445
231 O -1.189 1.326 -6.010  S229 1.476
232 C -2.692 0.881 -8.099  C226 1.601, S229 1.768, H239 1.062, H240 1.129
233 H -4.314 -0.496 -8.453  C226 1.065
234 H -2.876 -0.883 -9.365  C226 1.077
235 H -2.874 -2.489 -7.676  C227 1.064
236 H -3.256 -1.458 -6.334  C227 1.070
237 H -0.652 -1.698 -7.748  C228 1.112
238 H -1.075 -1.355 -5.978  C228 1.109
239 H -2.534 1.381 -9.022  C232 1.062
240 H -3.357 1.396 -7.347  C232 1.129
241 C -2.065 -4.826 -2.293  C242 1.504, C247 1.515, H248 1.122, H249 1.082
242 C -0.976 -3.797 -2.163  C241 1.504, C243 1.498, H250 1.063, H251 1.127
243 C -0.662 -3.223 -3.510  C242 1.498, S244 1.790, H252 1.106, H253 1.079
244 S -0.796 -4.668 -4.557  C243 1.790, O245 1.461, O246 1.454, C247 1.774
245 O 0.549 -5.121 -4.906  S244 1.461
246 O -1.689 -4.343 -5.658  S244 1.454
247 C -1.590 -5.749 -3.396  C241 1.515, S244 1.774, H254 1.094, H255 1.122
248 H -3.080 -4.407 -2.526  C241 1.122
249 H -2.121 -5.362 -1.355  C241 1.082
250 H -0.110 -4.184 -1.682  C242 1.063
251 H -1.349 -3.036 -1.419  C242 1.127
252 H 0.331 -2.742 -3.589  C243 1.106
253 H -1.425 -2.498 -3.747  C243 1.079
254 H -0.839 -6.497 -3.130  C247 1.094
255 H -2.509 -6.190 -3.866  C247 1.122
256 C 4.469 0.543 -5.103  C257 1.594, C262 1.494, H263 1.075, H264 1.110
257 C 3.751 1.918 -4.735  C256 1.594, C258 1.550, H265 1.096, H266 1.116
258 C 2.238 1.810 -5.049  C257 1.550, S259 1.851, H267 1.054, H268 1.065
259 S 1.880 0.006 -4.845  C258 1.851, O260 1.442, O261 1.462, C262 1.819
260 O 1.521 -0.503 -6.145  S259 1.442
261 O 0.956 -0.207 -3.733  S259 1.462
262 C 3.589 -0.457 -4.426  C256 1.494, S259 1.819, H269 1.099, H270 1.100
263 H 5.455 0.542 -4.675  C256 1.075
264 H 4.463 0.361 -6.198  C256 1.110
265 H 4.190 2.688 -5.378  C257 1.096
266 H 3.841 2.080 -3.634  C257 1.116
267 H 1.841 2.086 -5.986  C258 1.054
268 H 1.659 2.387 -4.365  C258 1.065
269 H 3.564 -1.482 -4.823  C262 1.099
270 H 3.704 -0.480 -3.332  C262 1.100